Run a
The following is a quantum chemistry calculation of 10 unconnected molecules or ions with the total composition C54H124N4O10, from OMol25.

XYZ file:
```
192
C54H124N4O10 | OMol25 | ωB97M-V/def2-TZVPD
C 3.352 -3.020 0.590
C 3.701 -4.471 0.888
C 2.417 -5.316 0.910
C 4.650 -5.087 -0.175
C 6.103 -4.582 -0.245
C 6.672 -4.914 1.180
C 5.817 -4.275 2.368
C 6.250 -5.071 3.637
C 6.000 -2.712 2.563
N 4.354 -4.584 2.153
O 3.569 -4.124 3.213
H 2.842 -2.430 1.352
H 4.251 -2.533 0.211
H 2.683 -3.050 -0.270
H 2.309 -5.761 -0.079
H 2.712 -6.205 1.468
H 1.594 -4.798 1.403
H 4.660 -6.177 -0.148
H 4.250 -4.875 -1.166
H 6.726 -5.054 -1.005
H 6.137 -3.555 -0.608
H 7.634 -4.411 1.279
H 6.893 -5.967 1.352
H 5.817 -4.585 4.512
H 7.313 -5.208 3.835
H 5.813 -6.067 3.560
H 5.667 -2.194 1.664
H 6.940 -2.342 2.973
H 5.439 -2.290 3.397
H 3.428 -4.927 3.719
C 3.522 0.232 -9.196
C 3.013 -0.723 -8.006
C 3.141 -2.227 -8.431
C 4.027 -0.442 -6.851
C 3.593 -0.919 -5.484
C 2.246 -0.275 -5.233
C 1.154 -0.597 -6.306
C 0.700 -2.056 -6.149
C -0.025 0.391 -5.930
N 1.722 -0.179 -7.657
O 0.815 -0.310 -8.649
H 3.772 1.280 -9.030
H 4.523 -0.045 -9.527
H 2.882 0.279 -10.077
H 3.583 -2.787 -7.607
H 2.280 -2.640 -8.957
H 3.952 -2.193 -9.157
H 4.919 -1.057 -6.976
H 4.275 0.615 -6.748
H 3.525 -2.006 -5.518
H 4.372 -0.632 -4.778
H 2.344 0.800 -5.083
H 1.980 -0.652 -4.245
H 0.908 -2.373 -5.128
H 1.151 -2.730 -6.877
H -0.381 -2.118 -6.280
H -0.798 0.385 -6.699
H 0.247 1.446 -5.978
H -0.502 0.131 -4.986
H 0.540 0.608 -8.695
C 2.614 5.287 -0.514
C 3.306 5.946 -1.764
C 3.813 7.285 -1.378
C 4.721 5.220 -2.089
C 4.536 3.856 -2.820
C 3.708 4.095 -4.088
C 2.267 4.733 -3.782
C 1.841 5.251 -5.179
C 1.205 3.610 -3.326
N 2.356 5.983 -2.894
O 1.142 6.531 -2.606
H 3.365 5.270 0.275
H 1.682 5.814 -0.310
H 2.289 4.269 -0.730
H 4.071 7.848 -2.275
H 3.065 7.975 -0.986
H 4.680 7.287 -0.717
H 5.407 5.817 -2.689
H 5.181 4.944 -1.140
H 5.528 3.484 -3.077
H 4.011 3.125 -2.205
H 3.588 3.141 -4.602
H 4.241 4.776 -4.751
H 0.791 5.543 -5.192
H 2.043 4.570 -6.006
H 2.448 6.147 -5.310
H 0.440 4.089 -2.715
H 1.778 2.979 -2.645
H 0.737 3.116 -4.177
H 1.125 7.233 -3.262
C -0.218 1.388 -0.013
C -1.059 0.303 -0.666
C -1.239 0.716 -2.152
C -0.160 -0.939 -0.817
C -0.048 -1.665 0.489
C -1.438 -1.928 1.113
C -2.440 -0.747 1.242
C -3.808 -1.389 1.453
C -2.076 0.130 2.542
N -2.374 -0.063 -0.066
O -3.183 0.987 -0.075
H -0.705 2.330 0.237
H 0.155 1.041 0.950
H 0.650 1.773 -0.549
H -0.332 0.756 -2.755
H -1.909 0.102 -2.754
H -1.685 1.705 -2.051
H -0.702 -1.695 -1.386
H 0.768 -0.720 -1.345
H 0.593 -2.546 0.445
H 0.528 -1.085 1.211
H -1.291 -2.300 2.128
H -1.994 -2.739 0.643
H -4.553 -0.693 1.069
H -4.116 -1.492 2.493
H -3.843 -2.390 1.021
H -2.521 -0.336 3.422
H -2.524 1.119 2.442
H -0.990 0.170 2.625
H -3.957 0.495 -0.357
C -3.293 -4.308 4.301
C -2.819 -5.727 4.404
C -2.478 -6.045 5.916
O -3.682 -6.551 3.718
H -2.497 -3.729 4.769
H -4.244 -4.227 4.829
H -3.420 -3.888 3.303
H -1.903 -5.833 3.823
H -3.016 -5.268 6.459
H -1.395 -5.941 5.995
H -2.815 -7.039 6.208
H -4.560 -6.362 4.059
C -2.491 2.743 6.550
C -3.208 3.748 5.618
C -2.835 3.532 4.140
O -4.565 3.403 5.693
H -1.424 2.784 6.333
H -2.929 1.759 6.380
H -2.481 3.014 7.606
H -2.984 4.763 5.947
H -1.891 3.909 3.747
H -3.623 3.906 3.487
H -2.733 2.479 3.878
H -4.759 3.269 6.624
C -6.810 1.238 3.698
C -6.692 2.471 2.675
C -5.805 2.222 1.510
O -7.997 2.686 2.175
H -7.364 0.415 3.247
H -7.357 1.475 4.610
H -5.787 0.962 3.955
H -6.435 3.444 3.094
H -4.750 2.154 1.776
H -5.922 2.975 0.730
H -6.151 1.310 1.024
H -8.130 3.540 2.592
C 2.803 -0.673 4.001
C 1.398 -0.576 4.688
C 0.698 -1.983 4.671
O 1.534 -0.242 6.055
H 3.504 -1.231 4.622
H 3.288 0.272 3.757
H 2.707 -1.236 3.073
H 0.861 0.286 4.291
H 1.254 -2.910 4.812
H 0.019 -2.091 3.825
H 0.162 -2.014 5.620
H 2.437 0.075 6.129
C -6.555 -3.597 2.064
C -7.930 -4.032 1.748
C -7.869 -5.074 0.622
O -8.513 -4.744 2.800
H -5.854 -4.415 2.227
H -6.570 -2.860 2.867
H -6.250 -2.973 1.224
H -8.648 -3.311 1.356
H -7.083 -5.785 0.878
H -7.543 -4.600 -0.304
H -8.852 -5.545 0.632
H -9.462 -4.803 2.664
C -4.046 6.253 1.280
C -2.538 6.295 0.904
C -1.943 4.997 0.474
O -2.357 7.246 -0.107
H -4.546 7.200 1.072
H -4.218 6.014 2.329
H -4.505 5.340 0.901
H -1.961 6.788 1.686
H -0.853 5.007 0.440
H -2.332 4.561 -0.447
H -2.095 4.175 1.174
H -1.873 6.773 -0.788
```

The spin multiplicity is 1. The calculation puts the HOMO energy at -8.27 eV. The LUMO energy is 0.3 eV. As for the SMILES: CC1(C)CCCC(C)(C)N1O.CC1(C)CCCC(C)(C)N1O.CC1(C)CCCC(C)(C)N1O.CC1(C)CCCC(C)(C)N1O.CC(C)O.CC(C)O.CC(C)O.CC(C)O.CC(C)O.CC(C)O.

Run b
The following is a quantum chemistry calculation of 10 unconnected molecules or ions with the total composition C54H124N4O10, from OMol25.

XYZ file:
```
192
C54H124N4O10 | OMol25 | ωB97M-V/def2-TZVPD
C 8.392 -15.997 32.178
C 7.771 -17.173 31.436
C 6.262 -16.931 31.400
C 8.360 -17.186 29.986
C 8.327 -18.509 29.298
C 8.699 -19.774 30.196
C 8.070 -19.757 31.650
C 6.541 -20.272 31.584
C 8.787 -20.794 32.571
N 8.230 -18.408 32.196
O 7.953 -18.281 33.540
H 8.334 -15.089 31.579
H 7.856 -15.769 33.099
H 9.453 -16.031 32.427
H 5.713 -17.121 32.322
H 5.955 -15.930 31.097
H 5.826 -17.643 30.699
H 7.630 -16.513 29.537
H 9.363 -16.759 29.992
H 7.322 -18.821 29.012
H 8.876 -18.626 28.364
H 9.747 -19.704 30.486
H 8.428 -20.693 29.677
H 6.487 -21.349 31.422
H 6.002 -19.663 30.859
H 6.063 -20.244 32.563
H 8.723 -21.805 32.170
H 8.226 -20.896 33.501
H 9.852 -20.600 32.695
H 8.586 -17.643 33.876
C 4.414 -11.716 23.123
C 4.584 -10.833 24.408
C 3.247 -10.146 24.717
C 4.960 -11.836 25.590
C 5.684 -11.228 26.793
C 6.840 -10.382 26.305
C 6.600 -9.321 25.262
C 5.791 -8.192 25.915
C 8.017 -8.986 24.702
N 5.701 -9.916 24.206
O 5.495 -8.993 23.244
H 3.479 -12.276 23.101
H 4.171 -11.085 22.268
H 5.343 -12.233 22.884
H 3.239 -9.171 25.205
H 2.544 -10.178 23.884
H 2.801 -10.923 25.336
H 4.069 -12.311 26.002
H 5.419 -12.728 25.166
H 5.050 -10.571 27.389
H 6.212 -11.990 27.367
H 7.615 -10.984 25.830
H 7.203 -9.910 27.218
H 5.647 -7.302 25.302
H 6.370 -7.747 26.724
H 4.937 -8.328 26.579
H 8.543 -9.912 24.468
H 8.683 -8.457 25.384
H 8.046 -8.451 23.753
H 4.822 -8.429 23.631
C 4.813 -24.786 16.819
C 6.023 -24.454 17.758
C 5.585 -24.582 19.274
C 7.236 -25.470 17.524
C 7.949 -25.239 16.189
C 8.434 -23.823 16.093
C 7.360 -22.643 16.413
C 8.210 -21.488 16.815
C 6.758 -22.326 14.971
N 6.416 -23.087 17.468
O 5.418 -22.215 17.805
H 4.261 -25.623 17.248
H 4.122 -23.946 16.757
H 5.078 -25.046 15.794
H 6.527 -24.694 19.811
H 5.015 -23.774 19.734
H 5.118 -25.567 19.274
H 8.000 -25.570 18.295
H 6.627 -26.347 17.303
H 8.808 -25.896 16.055
H 7.270 -25.441 15.361
H 8.907 -23.623 15.131
H 9.350 -23.708 16.673
H 8.719 -21.740 17.745
H 7.522 -20.645 16.871
H 8.876 -21.237 15.989
H 6.458 -23.281 14.542
H 7.477 -21.781 14.359
H 5.855 -21.717 15.024
H 5.732 -21.936 18.668
C -0.509 -16.939 27.726
C -1.651 -16.077 28.351
C -2.957 -15.838 27.587
C -2.207 -16.851 29.638
C -1.337 -16.747 30.847
C -1.222 -15.198 31.207
C -0.581 -14.375 29.999
C -0.969 -12.909 30.278
C 0.892 -14.593 30.001
N -1.180 -14.713 28.674
O -0.563 -14.082 27.556
H -0.892 -17.888 27.353
H 0.051 -16.512 26.894
H 0.163 -17.363 28.472
H -3.511 -16.757 27.393
H -3.665 -15.208 28.126
H -2.690 -15.374 26.638
H -3.185 -16.470 29.935
H -2.351 -17.925 29.525
H -1.746 -17.378 31.636
H -0.376 -17.253 30.760
H -0.517 -15.011 32.017
H -2.117 -14.835 31.713
H -0.405 -12.251 29.616
H -0.671 -12.404 31.197
H -2.019 -12.659 30.128
H 1.411 -14.048 29.212
H 1.164 -15.619 29.752
H 1.522 -14.311 30.845
H -1.339 -13.544 27.379
C -3.042 -14.714 21.697
C -1.484 -14.677 21.783
C -0.915 -15.805 20.915
O -1.001 -13.394 21.187
H -3.439 -14.182 22.562
H -3.422 -15.736 21.701
H -3.519 -14.294 20.811
H -1.205 -14.626 22.836
H -1.197 -16.782 21.306
H 0.143 -15.849 20.660
H -1.424 -15.787 19.951
H -1.650 -12.718 21.394
C 0.661 -26.120 25.752
C 0.920 -26.432 24.248
C -0.314 -26.303 23.384
O 1.736 -25.504 23.627
H 0.229 -25.144 25.976
H 1.528 -26.303 26.385
H -0.091 -26.785 26.176
H 1.410 -27.406 24.232
H -0.111 -26.387 22.317
H -0.927 -25.416 23.539
H -0.970 -27.107 23.717
H 1.192 -24.840 23.196
C 3.477 -19.761 24.941
C 3.627 -18.704 23.794
C 4.213 -17.404 24.335
O 4.601 -19.113 22.883
H 3.037 -20.713 24.644
H 2.847 -19.331 25.720
H 4.419 -20.091 25.380
H 2.667 -18.650 23.280
H 5.234 -17.470 24.711
H 3.787 -17.090 25.288
H 4.283 -16.598 23.605
H 4.895 -20.016 23.028
C 11.038 -16.021 22.551
C 10.708 -17.442 22.130
C 9.637 -18.092 23.042
O 10.238 -17.348 20.790
H 10.243 -15.348 22.229
H 12.042 -15.785 22.198
H 10.934 -15.959 23.635
H 11.577 -18.082 21.977
H 9.385 -19.122 22.793
H 8.753 -17.458 22.968
H 10.002 -18.167 24.066
H 10.125 -18.261 20.517
C 0.210 -21.325 20.555
C -0.571 -21.865 19.339
C -0.665 -20.829 18.170
O 0.046 -22.980 18.933
H 1.282 -21.245 20.376
H 0.093 -22.069 21.342
H -0.284 -20.377 20.771
H -1.529 -22.259 19.680
H 0.361 -20.604 17.879
H -1.332 -20.015 18.455
H -1.128 -21.331 17.321
H 0.936 -22.714 18.691
C 4.246 -16.857 18.630
C 4.175 -16.729 17.139
C 2.807 -16.556 16.430
O 4.917 -15.702 16.599
H 5.266 -17.051 18.962
H 3.592 -17.654 18.982
H 3.899 -15.923 19.070
H 4.745 -17.588 16.783
H 2.804 -16.113 15.435
H 2.154 -15.895 16.999
H 2.377 -17.556 16.372
H 5.693 -16.080 16.178
```

The spin multiplicity is 1. The calculation puts the HOMO energy at -7.84 eV. The LUMO energy is 0.1 eV. As for the SMILES: CC1(C)CCCC(C)(C)N1O.CC1(C)CCCC(C)(C)N1O.CC1(C)CCCC(C)(C)N1O.CC1(C)CCCC(C)(C)N1O.CC(C)O.CC(C)O.CC(C)O.CC(C)O.CC(C)O.CC(C)O.

Of the structures shown above, run a is the most stable.